# C2H7NS2

A cluster of 2 separate species, C2H7NS2 in total at a distorted geometry (the ωB97M-V functional and the def2-TZVPD basis, the OMol25 dataset).

```
! wB97M-V def2-TZVPD RIJCOSX def2/J DEFGRID3
* xyz 0 1
C -0.99299 3.44675 0.05503
S -1.17911 2.42237 -1.21009
H -1.69863 3.38960 0.97910
H -0.16650 4.15735 0.19382
C -1.28331 -1.25883 1.40904
S -0.06221 -0.00283 1.01042
N 0.93166 -0.96851 -0.06350
H -0.71474 -2.19342 1.63642
H -1.94868 -1.42540 0.50788
H -2.00143 -1.08574 2.22367
H 1.76826 -0.57210 -0.23451
H 0.50604 -1.23039 -0.96752
*
```

SMILES	C=S.CSN
F_max	4.6	eV/Å
orbital gap	7.62	eV
relative energy (zero: lowest compared OMol25 entry of this formula, charge and spin)	2.146	eV
total energy	-25345.90221	eV
E_HOMO	-0.29364	Ha

=====

# C2H7NS2

A cluster of 2 separate species, C2H7NS2 in total at a distorted geometry (the ωB97M-V functional and the def2-TZVPD basis, the OMol25 dataset).

```
! wB97M-V def2-TZVPD RIJCOSX def2/J DEFGRID3
* xyz 0 1
C 0.86102 1.80626 2.16470
N 0.71847 2.37708 1.04171
H 0.50627 2.33968 3.04501
H 1.34265 0.82975 2.24479
H 1.18014 1.81760 0.32453
C -1.29411 -1.88747 -1.03900
S -0.52425 -0.43162 -0.29248
S 0.62025 0.38890 -1.84341
H -1.76349 -2.31572 -0.15256
H -2.10534 -1.60892 -1.71060
H -0.55452 -2.49146 -1.54824
H 1.01294 -0.82408 -2.23445
*
```

SMILES	C=N.CSS
F_max	1.2	eV/Å
orbital gap	9.05	eV
relative energy (zero: lowest compared OMol25 entry of this formula, charge and spin)	1.145	eV
total energy	-25346.90325	eV
E_HOMO	-0.31564	Ha

=====

# C2H7NSi

A cluster of 2 separate species, C2H7NSi in total at a distorted geometry (the ωB97M-V functional and the def2-TZVPD basis, the OMol25 dataset).

```
! wB97M-V def2-TZVPD RIJCOSX def2/J DEFGRID3
* xyz 0 1
C 0.35658 1.73011 0.65420
C -0.87919 -0.28388 0.57202
N 1.12174 1.66765 1.63338
Si -0.42564 -1.01119 -1.10120
H -0.36971 2.38432 0.18037
H -0.29402 -0.33672 1.42161
H -1.88986 0.20947 0.70196
H 1.66378 2.54701 1.89301
H -1.52463 -1.87230 -1.46265
H 0.80394 -1.97724 -0.82087
H -0.21690 0.03792 -2.16228
*
```

F_max	4.4	eV/Å
orbital gap (spin up / spin down)	8.30 / 8.31	eV
relative energy (zero: lowest compared OMol25 entry of this formula, charge and spin)	4.061	eV
total energy	-11550.43798	eV
E_HOMO (spin up / spin down)	-0.29367 / -0.29368	Ha

=====

# C2H7NSi

A cluster of 3 separate species, C2H7NSi in total at a distorted geometry (the ωB97M-V functional and the def2-TZVPD basis, the OMol25 dataset).

```
! wB97M-V def2-TZVPD RIJCOSX def2/J DEFGRID3
* xyz 0 1
C 2.29443 -1.21535 0.89946
C 1.54451 -0.34008 0.31389
N -0.64104 -0.42425 -1.19447
Si -0.39905 -0.46822 0.51532
H 3.31915 -1.30116 0.81201
H 1.81165 -2.01210 1.52686
H 2.04732 0.47021 -0.10994
H -1.63398 -0.52733 -1.50092
H -0.11755 -0.58717 -2.10079
H -1.89614 -2.30218 3.06546
H -2.08307 -3.04527 3.43173
*
```

F_max	3.7	eV/Å
orbital gap	8.92	eV
relative energy (zero: lowest compared OMol25 entry of this formula, charge and spin)	1.780	eV
total energy	-11552.71950	eV
E_HOMO	-0.31496	Ha

=====

# C2H7O

A cluster of 2 separate species, C2H7O in total at a distorted geometry (the ωB97M-V functional and the def2-TZVPD basis, the OMol25 dataset).

```
! wB97M-V def2-TZVPD RIJCOSX def2/J DEFGRID3
* xyz -1 1
O -2.41661 -1.01053 1.75882
H -2.38041 -1.12957 2.70464
C 1.38511 0.28595 -0.61016
C -0.15746 0.19511 -0.50044
H 1.84916 -0.68811 -0.67163
H 1.76151 0.91456 0.20033
H 1.61989 0.90151 -1.48763
H -0.41757 0.11351 0.55446
H -0.75367 1.05213 -0.82768
H -0.48994 -0.63456 -1.12070
*
```

F_max	2.2	eV/Å
orbital gap	6.09	eV
relative energy (zero: lowest compared OMol25 entry of this formula, charge and spin)	0.322	eV
total energy	-4233.97734	eV
E_HOMO	-0.07208	Ha

=====

# C2H7O2

A structure of composition C2H7O2 (the ωB97M-V functional and the def2-TZVPD basis, the OMol25 dataset).

```
! wB97M-V def2-TZVPD RIJCOSX def2/J DEFGRID3
* xyz -1 1
C -1.27437 1.40507 0.82213
O -1.07356 0.65568 -0.34489
H -2.34871 1.43595 1.06234
H -0.73290 0.96421 1.67069
H -0.93289 2.44757 0.71001
H 0.00319 0.20738 -0.16779
C 1.26366 -1.43446 -0.75319
O 1.13915 -0.29160 -0.01590
H 2.26556 -1.89728 -0.66184
H 0.54926 -2.23491 -0.48067
H 1.14161 -1.25761 -1.84089
*
```

F_max	0.9	eV/Å
orbital gap	8.05	eV
relative energy (zero: lowest compared OMol25 entry of this formula, charge and spin)	0.693	eV
total energy	-6281.99839	eV
E_HOMO	-0.12197	Ha

=====

# C2H7O2

A cluster of 2 separate species, C2H7O2 in total at a distorted geometry (the ωB97M-V functional and the def2-TZVPD basis, the OMol25 dataset).

```
! wB97M-V def2-TZVPD RIJCOSX def2/J DEFGRID3
* xyz 0 2
O -0.69983 0.91518 1.74956
H 0.36286 -0.25176 1.25514
H -1.52482 0.86242 2.25794
H -0.11482 1.43025 2.31586
O 0.55176 -1.08235 0.73254
C 0.63820 -0.97862 -0.59849
C 0.14108 -0.01366 -1.50936
H 1.21670 -1.88420 -0.84667
H 0.23885 -0.03840 -2.59707
H 0.20367 1.05173 -1.17315
H -1.01365 -0.01058 -1.58630
*
```

F_max	4.8	eV/Å
orbital gap (spin up / spin down)	6.18 / 11.05	eV
relative energy (zero: lowest compared OMol25 entry of this formula, charge and spin)	0.707	eV
total energy	-6279.79513	eV
E_HOMO (spin up / spin down)	-0.21285 / -0.39235	Ha

=====

# C2H7O2PS

A cluster of 2 separate species, C2H7O2PS in total at a distorted geometry (the ωB97M-V functional and the def2-TZVPD basis, the OMol25 dataset).

```
! wB97M-V def2-TZVPD RIJCOSX def2/J DEFGRID3
* xyz 0 1
C 0.89260 -1.58871 -1.56325
C 0.79900 1.69878 1.01934
O -0.04887 -1.40208 0.93456
O 1.10960 0.66876 0.07575
P 0.13221 -0.59132 -0.44884
S -2.93852 0.92434 0.02756
H 1.25208 -1.19656 -2.59543
H 0.38498 -2.61347 -1.45352
H -0.29432 1.90334 0.90762
H 1.51831 2.45084 0.67237
H 0.98972 1.27745 1.99349
H -0.96249 -1.46841 1.29986
H -2.83429 -0.06297 -0.86951
*
```

F_max	4.0	eV/Å
orbital gap (spin up / spin down)	5.64 / 5.64	eV
relative energy (zero: lowest compared OMol25 entry of this formula, charge and spin)	3.462	eV
total energy	-26403.27523	eV
E_HOMO (spin up / spin down)	-0.29638 / -0.29640	Ha

=====

# C2H7O3P

A cluster of 2 separate species, C2H7O3P in total at a distorted geometry (the ωB97M-V functional and the def2-TZVPD basis, the OMol25 dataset).

```
! wB97M-V def2-TZVPD RIJCOSX def2/J DEFGRID3
* xyz 0 1
C -0.29073 -0.24021 2.38792
C -1.00496 -0.56121 -1.70144
O 1.57265 -0.74067 0.40881
O 0.98747 1.73400 -0.45418
O -0.72836 -0.86313 -0.34455
P 0.15076 -0.15867 0.71048
H 0.68364 -0.06903 2.87202
H -1.29606 -0.00930 2.64075
H -1.04091 -1.41914 -2.40959
H -0.09281 -0.07233 -1.98736
H -1.86201 0.00858 -1.84331
H 1.94240 -0.21896 -0.32096
H 0.97892 2.61006 0.04141
*
```

F_max	4.7	eV/Å
orbital gap (spin up / spin down)	8.57 / 8.57	eV
relative energy (zero: lowest compared OMol25 entry of this formula, charge and spin)	3.295	eV
total energy	-17616.17359	eV
E_HOMO (spin up / spin down)	-0.31872 / -0.31868	Ha

=====

# C2H7O3P

An isolated molecule of C2H7O3P at a distorted geometry (the ωB97M-V functional and the def2-TZVPD basis, the OMol25 dataset).

```
! wB97M-V def2-TZVPD RIJCOSX def2/J DEFGRID3
* xyz 0 3
C 1.81873 0.36537 -0.31567
C -2.36812 0.31830 -0.31834
O 3.02892 -0.30797 -0.25104
O 0.96025 -0.05036 0.67056
O -1.64088 -0.25663 0.74386
P -0.31853 -1.10678 0.34949
H 3.32578 -0.16775 0.60912
H 2.02551 1.50279 -0.12263
H 1.40093 0.16597 -1.25064
H -3.31910 -0.14099 -0.30062
H -1.88513 0.18782 -1.34149
H -2.55854 1.33705 -0.06888
H -0.46984 -1.84683 1.59630
*
```

F_max	3.2	eV/Å
orbital gap (spin up / spin down)	5.44 / 8.20	eV
relative energy (zero: lowest compared OMol25 entry of this formula, charge and spin)	2.208	eV
total energy	-17613.21057	eV
E_HOMO (spin up / spin down)	-0.16443 / -0.40110	Ha

=====

# C2H7O4

A cluster of 3 separate species, C2H7O4 in total at a distorted geometry (the ωB97M-V functional and the def2-TZVPD basis, the OMol25 dataset).

```
! wB97M-V def2-TZVPD RIJCOSX def2/J DEFGRID3
* xyz 0 2
O -2.43414 -1.00052 -1.22495
C -1.94272 0.07596 -0.98908
O -0.64750 0.16217 -1.04248
C -2.70719 1.30348 -0.60122
H -3.49471 1.43161 -1.33085
H -3.13848 1.13271 0.38922
H -2.04003 2.13847 -0.39855
H 3.36393 -1.08189 1.29180
H 4.85451 -0.90754 1.49617
O 4.05976 -1.20513 1.94643
H 1.60691 -1.14438 0.79875
H 0.83905 -0.33585 -0.37296
O 1.68063 -0.56909 0.03772
*
```

F_max	1.6	eV/Å
orbital gap (spin up / spin down)	11.73 / 7.38	eV
relative energy (zero: lowest compared OMol25 entry of this formula, charge and spin)	0.112	eV
total energy	-10375.34250	eV
E_HOMO (spin up / spin down)	-0.41122 / -0.41078	Ha

=====

# C2H7OP

A cluster of 2 separate species, C2H7OP in total at a distorted geometry (the ωB97M-V functional and the def2-TZVPD basis, the OMol25 dataset).

```
! wB97M-V def2-TZVPD RIJCOSX def2/J DEFGRID3
* xyz 0 1
C -2.21774 -0.42048 -0.07004
C -0.97718 0.16886 -0.55669
O 0.12080 -0.27697 -0.79631
H -2.00409 -1.30500 0.47309
H -2.67833 0.34001 0.70769
H -2.94389 -0.67805 -0.74759
H -1.18444 1.22097 -0.81731
P 2.48596 0.22838 0.80130
H 2.42654 0.86034 -0.44547
H 3.26494 -0.86812 0.14205
H 3.70743 0.73006 1.30928
*
```

SMILES	CC=O.P
F_max	4.4	eV/Å
orbital gap	10.52	eV
relative energy (zero: lowest compared OMol25 entry of this formula, charge and spin)	1.768	eV
total energy	-13521.89266	eV
E_HOMO	-0.35154	Ha

=====

# C2H7OPS

A cluster of 2 separate species, C2H7OPS in total at a distorted geometry (the ωB97M-V functional and the def2-TZVPD basis, the OMol25 dataset).

```
! wB97M-V def2-TZVPD RIJCOSX def2/J DEFGRID3
* xyz 0 1
C -0.24395 -2.02292 -0.79302
C 2.03344 0.50126 1.08889
O 0.66927 -1.07787 -0.25983
P 0.29306 0.47080 0.23408
S 3.39384 -0.88077 -1.61086
H -1.00888 -1.43270 -1.36748
H -0.68111 -2.71689 0.05608
H 0.34199 -2.63974 -1.36508
H 2.66354 -0.25121 0.48826
H 2.39604 1.56674 0.92832
H 1.79800 0.43617 2.19839
H 0.41581 1.33396 -0.88948
*
```

F_max	3.6	eV/Å
orbital gap (spin up / spin down)	6.19 / 6.25	eV
relative energy (zero: lowest compared OMol25 entry of this formula, charge and spin)	5.497	eV
total energy	-24354.57266	eV
E_HOMO (spin up / spin down)	-0.32083 / -0.32010	Ha

=====

# C2H7OPS

A cluster of 2 separate species, C2H7OPS in total at a distorted geometry (the ωB97M-V functional and the def2-TZVPD basis, the OMol25 dataset).

```
! wB97M-V def2-TZVPD RIJCOSX def2/J DEFGRID3
* xyz 0 1
C 0.30363 0.94310 1.19479
C -0.44384 -1.14750 -1.74998
O -2.55808 -1.59956 -0.41376
P -0.17904 -0.84667 1.30428
S -1.53527 -0.55546 -0.40612
H 1.26011 1.24415 1.72079
H -0.49815 1.62971 1.30551
H 0.40617 0.99524 0.12299
H 0.36562 -0.46932 -2.08788
H -0.98746 -1.34092 -2.68717
H 0.07864 -2.09703 -1.64211
H -1.52951 -0.67045 2.74977
*
```

F_max	3.6	eV/Å
orbital gap	8.63	eV
relative energy (zero: lowest compared OMol25 entry of this formula, charge and spin)	4.398	eV
total energy	-24355.67202	eV
E_HOMO	-0.32099	Ha

=====

# C2H7OPS

A structure of composition C2H7OPS at a distorted geometry (the ωB97M-V functional and the def2-TZVPD basis, the OMol25 dataset).

```
! wB97M-V def2-TZVPD RIJCOSX def2/J DEFGRID3
* xyz 0 1
C -1.23704 1.56961 0.21104
C 0.47989 -1.70582 0.30532
O -1.02657 0.63539 -0.75896
P 1.02660 -0.28060 -0.69065
S 2.52315 0.80653 -0.18848
H -0.29671 2.27851 0.31581
H -1.56255 1.33875 1.20417
H -2.07902 2.21788 -0.24634
H 0.46015 -1.65006 1.49350
H -0.53444 -1.87389 0.17437
H 1.07093 -2.55576 0.22188
H 1.17562 -0.78054 -2.04168
*
```

F_max	4.4	eV/Å
orbital gap	8.78	eV
relative energy (zero: lowest compared OMol25 entry of this formula, charge and spin)	3.261	eV
total energy	-24356.80909	eV
E_HOMO	-0.34309	Ha

=====

# C2H7OPS2

A structure of composition C2H7OPS2 at a distorted geometry (the ωB97M-V functional and the def2-TZVPD basis, the OMol25 dataset).

```
! wB97M-V def2-TZVPD RIJCOSX def2/J DEFGRID3
* xyz 0 1
C -0.40128 -1.69737 0.59034
C -1.29112 1.55141 0.20758
O 1.82084 -0.72668 -1.63853
P 1.05326 -0.01698 -0.48347
S 2.28265 0.88305 0.65270
S -0.51885 1.15565 -1.40706
H 0.18413 -2.60863 0.41403
H -0.25283 -1.22497 1.52282
H -1.30732 -1.59544 0.03219
H -1.56563 0.53737 0.67366
H -2.19218 2.22316 0.10971
H -0.58279 2.16874 0.80952
H 2.77112 -0.64931 -1.48351
*
```

F_max	4.2	eV/Å
orbital gap	8.63	eV
relative energy (zero: lowest compared OMol25 entry of this formula, charge and spin)	1.516	eV
total energy	-35194.01114	eV
E_HOMO	-0.31781	Ha

=====

# C2H7OS

A cluster of 2 separate species, C2H7OS in total at a distorted geometry (the ωB97M-V functional and the def2-TZVPD basis, the OMol25 dataset).

```
! wB97M-V def2-TZVPD RIJCOSX def2/J DEFGRID3
* xyz -1 1
O -1.82222 -0.59149 1.80251
H -1.47503 0.25519 2.00894
C 0.23105 -0.46412 -1.11648
C 0.81753 0.78864 -0.53532
S 0.85778 0.71145 1.34030
H 0.20256 -0.36663 -2.32460
H -0.83430 -0.62536 -0.80726
H 0.80161 -1.40832 -0.87444
H 1.86138 1.10061 -0.86284
H 0.16006 1.60164 -0.77224
H -0.80043 -1.00162 2.14144
*
```

F_max	5.2	eV/Å
orbital gap	6.93	eV
relative energy (zero: lowest compared OMol25 entry of this formula, charge and spin)	1.173	eV
total energy	-15070.23286	eV
E_HOMO	-0.09644	Ha

=====

# C2H7OS

A cluster of 2 separate species, C2H7OS in total (the ωB97M-V functional and the def2-TZVPD basis, the OMol25 dataset).

```
! wB97M-V def2-TZVPD RIJCOSX def2/J DEFGRID3
* xyz -1 1
O 1.57659 -2.32550 1.04891
H 2.18022 -2.02838 0.35129
C 0.49757 -0.03461 -1.18693
S -0.74056 -0.33042 -0.08002
C -1.42653 1.32727 0.48345
H 0.25300 0.12691 -2.22718
H 1.52761 0.14692 -0.90117
H 0.79669 -1.79239 0.78002
H -0.60702 1.93631 0.87434
H -2.19724 1.18983 1.25757
H -1.86034 1.78404 -0.40029
*
```

F_max	0.6	eV/Å
orbital gap	5.84	eV
relative energy (zero: lowest compared OMol25 entry of this formula, charge and spin)	2.000	eV
total energy	-15069.40529	eV
E_HOMO	-0.06275	Ha

=====

# C2H7OS

A cluster of 2 separate species, C2H7OS in total at a distorted geometry (the ωB97M-V functional and the def2-TZVPD basis, the OMol25 dataset).

```
! wB97M-V def2-TZVPD RIJCOSX def2/J DEFGRID3
* xyz -1 1
O 2.20260 1.94103 -0.99808
H 2.98029 1.65802 -0.50887
C 0.10171 0.32708 -0.63871
S -0.10607 0.01329 1.06808
C -1.46967 -1.30738 1.04171
H -0.55550 1.06915 -1.07383
H 0.58177 -0.40132 -1.27955
H 1.36715 1.22590 -0.74155
H -1.23935 -2.08837 1.76977
H -2.35278 -0.74242 1.32959
H -1.51015 -1.69498 0.03144
*
```

F_max	1.7	eV/Å
orbital gap	6.07	eV
relative energy (zero: lowest compared OMol25 entry of this formula, charge and spin)	2.120	eV
total energy	-15069.28587	eV
E_HOMO	-0.07851	Ha

=====

# C2H7OS

A cluster of 2 separate species, C2H7OS in total at a distorted geometry (the ωB97M-V functional and the def2-TZVPD basis, the OMol25 dataset).

```
! wB97M-V def2-TZVPD RIJCOSX def2/J DEFGRID3
* xyz -1 1
C -1.01644 1.18793 -0.95399
S -0.40391 2.72946 -0.06989
H -2.10707 1.26156 -0.91919
H -0.66572 1.24822 -1.97387
H -0.51647 0.40842 -0.35449
H 0.91294 2.53077 -0.02118
C 0.72105 -1.92210 0.83225
O 0.76312 -1.14509 -0.31548
H 1.70944 -1.69869 1.31065
H -0.05120 -1.57912 1.58091
H 0.65427 -3.02136 0.88427
*
```

F_max	2.7	eV/Å
orbital gap	5.69	eV
relative energy (zero: lowest compared OMol25 entry of this formula, charge and spin)	2.380	eV
total energy	-15069.02628	eV
E_HOMO	-0.07919	Ha